Formula: C15H19N3V
Source: the Open Molecules 2025 dataset
Level of theory: ωB97M-V/def2-TZVPD

Geometry as ORCA input:
```
! wB97M-V def2-TZVPD RIJCOSX def2/J DEFGRID3
* xyz 3 1
V -1.689 -3.328 2.820
N 0.718 0.312 -0.950
N 1.684 -1.377 1.072
N 4.061 1.762 2.347
C 0.455 -1.495 0.586
C 3.850 0.542 2.346
C 1.923 0.429 -0.494
C -2.943 2.747 -3.104
C -0.057 -0.669 -0.433
C -1.343 -0.878 -0.948
C 3.844 -0.284 0.981
C 2.461 -0.431 0.524
C 3.609 -0.256 3.592
C -0.335 -2.610 1.063
C -1.947 -0.038 -1.954
C -2.135 -1.954 -0.363
C -1.615 -2.824 0.562
C -2.540 1.210 -1.113
C -3.577 1.922 -1.979
H -4.273 1.196 -2.402
H 2.557 1.191 -0.932
H -2.751 -0.525 -2.496
H -3.146 -2.086 -0.730
H 4.242 -1.140 3.612
H -3.197 2.352 -4.084
H -4.177 2.534 -1.301
H 4.295 -1.253 1.189
H -2.983 0.883 -0.171
H 4.224 2.269 1.476
H -2.199 -3.693 0.869
H -3.301 3.774 -3.068
H -1.855 2.767 -3.035
H 2.567 -0.574 3.622
H -1.205 0.380 -2.634
H 4.442 0.264 0.259
H -1.677 1.841 -0.901
H 3.825 0.365 4.456
H 0.189 -3.325 1.715
*
```

The value obtained for the frontier orbital gap is 2.9328 eV. The calculation puts the total energy at -1689.8251 Ha. As for the max |F|: 1.4 eV/A. For the HOMO energy, the calculation gives -0.666 Ha. The LUMO energy comes out at -15.18 eV.